This record from the OMol25 dataset describes a single C10H18N2O5 molecule in a non-equilibrium geometry. The level of theory is ωB97M-V with the def2-TZVPD basis set.

```
35
Properties=species:S:1:pos:R:3:forces:R:3:mulliken_charge:R:1
C 3.048594 2.313066 -0.187749 1.133 -0.159 -1.652 -1.429
C 1.910445 1.353232 0.092141 0.627 0.135 0.316 -0.575
C 2.249223 -0.092741 -0.276646 0.162 -1.089 2.339 0.641
C 2.436387 -0.306261 -1.742504 0.301 0.901 -0.317 -1.551
C 1.188113 -1.062434 0.324524 0.256 0.372 -0.380 -0.656
N -0.125299 -0.587987 -0.007089 -1.648 -1.837 -0.280 0.199
C -1.266137 -1.346842 -0.095603 1.838 1.632 -1.415 0.518
O -1.211165 -2.549294 0.008977 -0.545 -1.516 0.632 -0.776
C -2.512404 -0.573025 -0.594563 0.482 -0.997 -1.482 0.191
N -3.352221 -1.449678 -1.459370 -0.102 -0.931 2.110 -0.779
C -3.309619 -0.068826 0.580088 -0.109 1.451 -0.009 -0.861
C -2.803575 1.365993 0.919091 1.558 -1.316 -0.102 0.630
O -1.651146 1.770725 0.738074 -2.241 -0.334 0.254 -0.625
O -3.790212 2.078154 1.435052 0.314 1.497 -0.025 -0.458
C 1.291838 -1.340144 1.816769 3.259 1.272 0.516 0.652
O 2.138878 -0.787081 2.515426 -1.768 -0.807 -0.704 -0.606
O 0.575631 -2.355847 2.237801 -1.469 -0.844 -0.494 -0.544
H 4.012379 1.792444 -0.263937 -0.104 -0.011 0.333 0.325
H 3.164303 3.088827 0.525879 -0.050 0.610 0.885 0.383
H 2.989628 2.833997 -1.158999 -0.318 -0.236 0.224 0.339
H 1.081949 1.677850 -0.527366 -0.511 0.026 0.162 0.309
H 1.683059 1.464450 1.162794 -0.317 -0.385 -0.389 0.391
H 3.192434 -0.462827 0.207959 -0.651 0.925 -0.060 0.427
H 1.488286 -0.470708 -2.233865 -0.229 -0.136 -0.375 0.315
H 2.868220 0.638761 -2.116975 -0.023 -0.619 -0.331 0.422
H 3.133697 -1.123384 -1.900880 -0.107 -0.098 -0.386 0.331
H 1.349489 -2.033218 -0.132213 -0.193 -0.312 -0.332 0.302
H -0.324073 0.355457 0.101880 -0.065 2.186 0.207 0.073
H -2.162798 0.271925 -1.245305 -0.309 -0.682 0.739 0.373
H -2.931800 -1.613494 -2.341444 0.660 0.252 -1.002 0.314
H -3.337562 -2.415124 -1.043227 -0.195 1.222 -0.241 0.290
H -4.351077 0.065072 0.213580 0.518 -0.417 0.706 0.312
H -3.205138 -0.745378 1.461022 -0.431 0.603 -0.545 0.317
H -3.470415 3.010597 1.506114 -0.251 -0.734 0.189 0.373
H 0.002095 -2.696274 1.480555 0.526 0.376 0.912 0.436
```
Forces are in eV/Å.

The energy above the lowest of the compared OMol25 structures with the same formula, charge and spin comes out at 21.3 kcal per mole. For the max |F|, the calculation gives 3.5 eV Å⁻¹. As for the SMILES: CC[C@H](C)[C@H](NC(=O)[C@@H](N)CC(=O)O)C(=O)O. The HOMO energy comes out at -9.61 eV. As for the LUMO energy: 0.37 eV. For the orbital gap, the calculation gives 0.367 hartree.